## one
DFT (wB97M-V/def2-TZVPD) results for a single C2H3NO2 molecule.

Geometry as ORCA input:
```
! wB97M-V def2-TZVPD RIJCOSX def2/J DEFGRID3
* xyz 0 1
C -0.667 -1.387 0.582
C 0.038 -0.263 -0.146
N -0.187 -2.160 1.392
O -1.968 -1.500 0.043
O -2.432 -2.615 -0.269
H 0.186 -0.507 -1.230
H -0.876 0.547 -0.149
H 0.857 0.092 0.339
*
```

For the orbital gap (alpha / beta), the calculation gives 9.13 / 9.25 eV. As for the HOMO energy (alpha / beta): -0.37477 / -0.39473 hartree.

Results of the Löwdin charge analysis, in e, for atoms 1 through 6: C -0.5095; C 0.0016; N 0.2901; O -0.1078; O 0.0387; H 0.1051



## two
DFT (wB97M-V/def2-TZVPD) results for C2H3NO2 as an isolated structure.

Geometry as ORCA input:
```
! wB97M-V def2-TZVPD RIJCOSX def2/J DEFGRID3
* xyz 0 1
N -1.134 -0.307 0.544
C -0.241 0.647 0.167
O -0.443 1.749 -0.242
C 1.279 -0.323 -0.728
O 1.120 0.221 0.449
H -2.064 -0.120 0.204
H -0.851 -1.274 0.461
H 2.334 -0.593 -0.855
*
```

For the orbital gap, the calculation gives 9.40 eV. As for the HOMO energy: -0.33825 hartree.

Results of the Löwdin charge analysis, in e, for atoms 1 through 6: N 0.1756; C -0.6445; O 0.1301; C 0.0841; O -0.0013; H 0.1184



## three
DFT (wB97M-V/def2-TZVPD) results for a single C2H3NO2 molecule.

Geometry as ORCA input:
```
! wB97M-V def2-TZVPD RIJCOSX def2/J DEFGRID3
* xyz 0 1
C 0.309 0.434 1.428
C 0.568 0.513 -0.151
N -0.019 -0.441 -0.813
O -0.526 -0.279 1.949
O 1.274 1.387 -0.550
H 0.949 1.176 1.774
H -0.864 -0.920 -0.420
H 0.153 -0.396 -1.816
*
```

For the orbital gap, the calculation gives 9.85 eV. As for the HOMO energy: -0.35971 hartree. As for the SMILES: NC(=O)C=O.

Results of the Löwdin charge analysis, in e, for atoms 1 through 6: C -0.1164; C -0.5708; N 0.1697; O 0.0699; O 0.0830; H 0.0931



Calculated relative energies: one 0.2274; two 0.0912; three 0.0000, given in hartree